No. 1
DFT (ωB97M-V/def2-TZVPD) results for a cluster of 15 separate species, C15H60N30O15 in total.

Last column: Mulliken charge in e.
Positions of all 120 atoms, in Å:
C  -19.514  -16.625  27.451  0.655
O  -19.068  -15.959  26.526  -0.676
N  -20.376  -16.252  28.355  -0.340
N  -19.087  -17.859  27.589  -0.390
H  -20.615  -16.867  29.120  0.170
H  -20.584  -15.271  28.474  0.216
H  -19.411  -18.469  28.326  0.147
H  -18.544  -18.272  26.843  0.219
C  -26.608  -20.444  24.378  0.596
O  -25.850  -21.153  23.830  -0.610
N  -27.784  -20.996  24.662  -0.378
N  -26.457  -19.184  24.767  -0.371
H  -28.378  -20.307  25.103  0.127
H  -28.176  -21.871  24.346  0.205
H  -25.530  -18.899  24.483  0.233
H  -27.167  -18.553  25.110  0.197
C  -24.578  -5.638  29.306  0.715
O  -23.667  -5.229  28.670  -0.688
N  -24.724  -5.546  30.531  -0.337
N  -25.558  -6.184  28.709  -0.381
H  -25.497  -6.040  30.952  0.157
H  -24.119  -4.897  31.015  0.211
H  -25.510  -6.293  27.706  0.192
H  -26.396  -6.409  29.226  0.133
C  -28.322  -18.086  31.699  0.633
O  -29.394  -18.085  31.234  -0.626
N  -27.318  -17.573  30.977  -0.413
N  -28.068  -18.452  32.895  -0.403
H  -26.352  -17.699  31.246  0.169
H  -27.496  -17.356  30.006  0.218
H  -27.144  -18.331  33.285  0.183
H  -28.908  -18.735  33.378  0.237
C  -16.458  -11.312  30.581  0.660
O  -16.466  -11.931  31.609  -0.656
N  -15.510  -10.475  30.226  -0.382
N  -17.325  -11.545  29.570  -0.323
H  -15.617  -9.989  29.347  0.177
H  -14.788  -10.362  30.924  0.214
H  -17.241  -10.989  28.731  0.128
H  -18.052  -12.245  29.615  0.180
C  -29.818  -13.590  34.928  0.681
O  -30.870  -13.145  34.499  -0.659
N  -29.624  -14.369  35.965  -0.368
N  -28.687  -13.297  34.312  -0.416
H  -30.411  -14.757  36.466  0.219
H  -28.647  -14.467  36.204  0.147
H  -28.797  -12.695  33.509  0.233
H  -27.906  -13.451  34.934  0.163
C  -18.178  -7.310  26.961  0.707
O  -17.382  -8.181  26.684  -0.705
N  -17.748  -6.095  27.131  -0.428
N  -19.451  -7.510  27.165  -0.379
H  -18.334  -5.311  27.380  0.175
H  -16.741  -6.134  27.075  0.231
H  -19.665  -8.457  26.887  0.218
H  -20.094  -6.758  27.369  0.178
C  -19.688  -11.280  22.314  0.711
O  -20.276  -10.933  21.269  -0.745
N  -20.214  -12.017  23.207  -0.404
N  -18.540  -11.025  22.619  -0.326
H  -19.738  -12.399  24.012  0.172
H  -21.157  -12.227  22.914  0.204
H  -18.022  -10.440  21.979  0.224
H  -18.089  -11.398  23.443  0.167
C  -21.701  -13.513  33.897  0.631
O  -21.526  -14.505  33.306  -0.610
N  -21.204  -13.190  35.062  -0.450
N  -22.424  -12.569  33.452  -0.370
H  -21.345  -12.206  35.241  0.186
H  -20.296  -13.598  35.234  0.250
H  -22.599  -12.579  32.458  0.205
H  -22.729  -11.802  34.034  0.156
C  -26.482  -8.776  22.947  0.667
O  -27.003  -7.653  22.811  -0.685
N  -26.332  -9.350  24.108  -0.362
N  -25.843  -9.402  22.051  -0.353
H  -26.997  -9.072  24.815  0.210
H  -25.655  -10.099  24.152  0.159
H  -25.397  -10.305  22.135  0.149
H  -25.807  -9.135  21.078  0.213
C  -24.847  -12.430  28.239  0.689
O  -23.728  -12.146  28.520  -0.637
N  -25.938  -11.855  28.688  -0.374
N  -25.192  -13.374  27.412  -0.381
H  -25.715  -11.069  29.283  0.190
H  -26.899  -12.157  28.622  0.165
H  -24.499  -13.779  26.798  0.198
H  -26.104  -13.802  27.338  0.150
C  -31.086  -10.167  28.196  0.660
O  -30.653  -9.176  27.626  -0.673
N  -31.826  -11.014  27.677  -0.336
N  -30.974  -10.474  29.489  -0.369
H  -32.357  -11.659  28.245  0.174
H  -32.135  -10.832  26.733  0.237
H  -30.487  -9.900  30.162  0.177
H  -31.467  -11.281  29.844  0.132
C  -21.652  -17.223  21.576  0.626
O  -22.314  -17.061  22.590  -0.642
N  -20.514  -16.547  21.366  -0.408
N  -22.040  -17.817  20.478  -0.395
H  -20.067  -16.535  20.461  0.189
H  -20.373  -15.687  21.877  0.221
H  -22.951  -18.253  20.447  0.220
H  -21.342  -18.111  19.810  0.189
C  -28.376  -7.714  33.903  0.673
O  -28.172  -7.664  32.686  -0.653
N  -29.484  -7.314  34.472  -0.387
N  -27.483  -7.978  34.852  -0.389
H  -29.593  -7.156  35.463  0.156
H  -30.301  -7.060  33.934  0.214
H  -26.570  -8.325  34.593  0.210
H  -27.741  -8.041  35.827  0.177
C  -31.414  -16.177  26.369  0.671
O  -30.206  -16.156  26.471  -0.680
N  -32.162  -16.147  27.446  -0.417
N  -32.065  -16.093  25.285  -0.356
H  -33.141  -15.899  27.476  0.161
H  -31.716  -16.242  28.347  0.221
H  -31.563  -16.063  24.410  0.227
H  -33.074  -16.073  25.338  0.174

- Relative energy (zero: lowest compared OMol25 entry of this formula, charge and spin): 306.79 kcal per mole
- Highest occupied orbital energy: -0.335 Eh
- Total energy: -91949.2494 eV

***

No. 2
DFT (ωB97M-V/def2-TZVPD) results for a structure of composition C15H64BNO28.

Last column: Mulliken charge in e.
Positions of all 109 atoms, in Å:
C  34.458  30.466  29.610  -1.419
C  34.644  31.832  30.320  -0.046
C  35.648  32.711  29.509  -0.481
C  35.687  34.095  30.400  -3.043
N  36.795  35.024  29.940  1.390
C  36.546  35.480  28.545  -1.053
C  37.494  34.651  27.698  0.686
C  38.585  34.166  28.540  0.533
C  38.105  34.325  29.949  -1.825
C  36.762  36.172  30.907  -0.900
C  37.284  35.948  32.375  -0.060
C  37.280  37.236  33.306  -0.641
H  34.096  30.614  28.547  0.315
H  33.564  29.907  29.936  0.310
H  35.219  29.636  29.437  0.221
H  35.087  31.408  31.385  -0.055
H  33.744  32.176  30.515  0.005
H  35.303  32.790  28.604  0.374
H  36.611  32.298  29.349  0.938
H  35.785  33.929  31.375  2.322
H  34.616  34.642  30.273  -0.263
H  36.995  36.406  28.306  0.915
H  35.639  35.109  28.251  0.300
H  37.899  35.288  27.010  0.236
H  36.944  33.764  27.293  -0.834
H  39.639  34.503  28.484  0.367
H  38.680  33.045  28.475  -0.267
H  38.821  34.844  30.540  0.311
H  38.332  33.482  30.426  0.923
H  35.738  36.461  31.071  0.461
H  37.177  37.068  30.438  0.375
H  38.298  35.896  32.378  0.316
H  36.800  35.072  32.827  0.251
H  37.631  38.116  32.700  -0.506
H  37.843  37.153  34.182  0.657
H  36.281  37.454  33.431  0.117
O  33.792  36.703  34.470  -0.923
C  33.031  36.112  33.690  1.149
O  33.339  36.074  32.425  0.849
B  32.226  35.486  31.814  0.505
O  31.215  35.255  32.831  -0.664
C  31.850  35.528  33.910  -0.253
O  31.303  35.381  34.962  -0.640
O  32.436  34.248  31.004  0.236
C  32.107  34.369  29.833  0.992
O  32.302  33.600  28.941  -0.812
C  31.649  35.694  29.715  0.166
O  31.543  36.275  30.758  -0.542
O  31.554  36.278  28.565  -0.745
O  33.185  28.696  26.933  -0.616
H  33.569  27.909  27.219  0.284
H  34.270  28.966  26.509  0.328
O  37.465  37.933  36.939  -0.665
H  37.583  37.657  37.932  0.322
H  36.708  37.472  36.724  0.283
O  35.527  35.533  36.139  -0.695
H  35.035  35.991  35.576  0.492
H  35.711  34.684  35.654  0.332
O  33.832  39.469  33.151  -0.694
H  33.560  38.552  33.579  0.279
H  34.628  39.534  32.563  0.365
O  35.851  39.257  31.110  -0.647
H  35.909  39.359  30.122  0.281
H  36.719  39.719  31.315  0.310
O  39.063  36.411  24.355  -0.672
H  38.217  35.879  24.467  0.350
H  39.305  36.681  23.401  0.299
O  37.358  31.108  27.089  -0.691
H  37.043  30.023  27.068  0.405
H  38.260  31.079  27.119  0.285
O  38.520  38.331  26.401  -0.579
H  37.728  38.630  26.020  0.299
H  38.583  37.475  26.038  0.267
O  36.836  28.328  27.033  -0.590
H  36.269  27.750  27.426  0.252
H  37.733  28.149  27.242  0.294
O  39.789  40.006  32.207  -0.658
H  40.255  39.120  32.624  0.320
H  39.033  40.200  32.816  0.304
O  41.324  36.933  32.243  -0.556
H  41.240  36.035  31.950  0.272
H  41.966  36.883  32.950  0.255
O  35.425  31.910  25.217  -0.710
H  34.657  32.335  25.660  0.450
H  36.123  31.784  25.934  0.350
O  40.128  31.029  27.304  -0.580
H  40.213  31.836  26.835  0.290
H  40.545  30.467  26.784  0.275
O  40.010  38.107  35.927  -0.571
H  40.702  37.690  36.319  0.262
H  39.266  38.272  36.469  0.347
O  33.786  32.471  34.246  -0.613
H  33.036  32.707  34.854  0.279
H  33.509  31.787  33.628  0.247
O  39.928  33.224  25.627  -0.658
H  39.667  33.384  24.684  0.301
H  40.190  34.182  25.643  0.289
O  31.456  31.405  32.592  -0.653
H  31.356  30.421  32.998  0.324
H  31.722  31.290  31.702  0.320
O  34.086  33.857  26.545  -0.758
H  33.482  33.855  27.335  0.368
H  33.459  33.925  25.730  0.326
O  41.027  36.963  29.371  -0.583
H  40.984  37.397  30.284  0.345
H  41.721  36.375  29.198  0.271
O  36.421  33.088  34.669  -0.679
H  35.583  32.566  34.585  0.402
H  36.823  32.755  35.555  0.294

- Relative energy (zero: lowest compared OMol25 entry of this formula, charge and spin): 41.14 kcal per mole
- Highest occupied orbital energy: -0.347 Eh
- Total energy: -76085.0656 eV

***

No. 3
DFT (ωB97M-V/def2-TZVPD) results for a structure of composition C15H7Cl2F6N3O6PtS2Se.

Last column: Mulliken charge in e.
Positions of all 43 atoms, in Å:
Pt  0.299  0.252  0.090  1.494
F  5.087  0.174  1.212  -0.213
C  3.817  0.463  1.456  0.669
F  3.163  -0.655  1.754  -0.172
F  3.739  1.304  2.482  -0.227
S  3.098  1.325  -0.031  1.020
O  1.953  2.091  0.441  -0.685
O  4.176  2.003  -0.663  -0.585
N  2.542  0.022  -0.825  -0.694
S  1.961  0.283  -2.307  0.988
O  2.854  0.836  -3.265  -0.573
O  0.632  0.891  -2.171  -0.743
C  1.700  -1.478  -2.808  0.681
F  2.878  -2.070  -2.940  -0.213
F  0.969  -2.150  -1.926  -0.123
F  1.072  -1.455  -3.977  -0.215
Cl  -0.500  -6.885  0.805  -0.228
C  -0.704  -5.175  0.565  0.212
C  -1.467  -4.728  -0.526  -0.645
C  -1.653  -3.391  -0.745  0.429
Cl  -2.582  -2.857  -2.101  -0.184
C  -1.083  -2.401  0.107  0.103
O  -1.309  -1.152  -0.103  -0.777
C  -0.314  -2.892  1.201  1.215
C  0.284  -2.003  2.152  -0.246
O  0.301  -0.764  2.114  -0.588
C  -0.138  -4.276  1.417  -1.095
H  -1.909  -5.447  -1.202  0.440
H  0.772  -2.480  3.015  0.331
H  0.448  -4.616  2.261  0.400
Se  -2.430  0.840  2.111  0.367
N  -1.286  1.482  0.903  -0.276
C  -1.727  2.660  0.495  1.441
C  -1.114  3.473  -0.508  -0.632
C  -1.692  4.661  -0.798  -0.683
C  -2.882  5.117  -0.131  -0.557
C  -3.488  4.378  0.823  -0.670
C  -2.921  3.108  1.166  0.374
N  -3.411  2.295  2.085  -0.767
H  -0.216  3.131  -1.003  0.385
H  -1.246  5.295  -1.553  0.422
H  -3.293  6.080  -0.406  0.372
H  -4.380  4.711  1.335  0.446

- Relative energy (zero: lowest compared OMol25 entry of this formula, charge and spin): 3.51 kcal per mole
- Multiplicity: 3
- Highest occupied orbital energy (spin up / spin down): -0.312 / -0.318 Eh
- ⟨S²⟩: 2.01
- Total energy: -164033.3959 eV

***

No. 4
DFT (ωB97M-V/def2-TZVPD) results for a structure of composition C15H8BF4IrN3O2S5.

Last column: Mulliken charge in e.
Positions of all 39 atoms, in Å:
Ir  -0.811  -0.668  -0.814  2.718
O  -1.642  3.103  0.445  -0.642
C  -1.406  1.929  0.295  -0.132
N  -0.754  1.314  -0.753  -0.105
C  0.284  1.934  -1.416  -0.121
O  0.422  3.109  -1.656  -0.641
C  1.412  0.948  -1.656  0.782
C  2.591  1.336  -2.257  -0.660
C  3.613  0.408  -2.365  -0.296
C  3.426  -0.867  -1.856  -0.751
C  2.217  -1.190  -1.261  -0.244
N  1.237  -0.290  -1.167  -0.170
C  -1.645  0.935  1.419  0.742
C  -2.240  1.313  2.604  -0.639
C  -2.356  0.370  3.614  -0.275
C  -1.867  -0.910  3.407  -0.739
C  -1.278  -1.221  2.193  -0.173
N  -1.169  -0.305  1.230  -0.182
H  2.671  2.349  -2.625  0.496
H  4.546  0.674  -2.845  0.415
H  4.199  -1.620  -1.920  0.426
H  2.008  -2.172  -0.858  0.553
H  -2.598  2.328  2.699  0.494
H  -2.830  0.630  4.552  0.418
H  -1.945  -1.674  4.167  0.431
H  -0.906  -2.212  1.960  0.443
S  -5.878  -0.145  -5.937  -0.311
C  -4.731  -0.393  -4.775  0.106
S  -5.077  -0.478  -3.089  -0.103
C  -3.445  -0.693  -2.517  0.134
C  -2.489  -0.700  -3.464  0.117
S  -0.792  -0.960  -3.128  -0.471
S  -3.042  -0.494  -5.104  -0.101
S  -3.127  -0.942  -0.816  -0.472
F  -0.240  -5.087  -0.918  -0.326
B  -0.023  -4.113  0.019  -0.038
F  -0.691  -4.344  1.216  -0.375
F  1.341  -3.895  0.247  -0.434
F  -0.567  -2.831  -0.507  -0.875

- Relative energy (zero: lowest compared OMol25 entry of this formula, charge and spin): 18.18 kcal per mole
- Highest occupied orbital energy: -0.159 Eh
- Total charge: -1
- Total energy: -92823.8271 eV